(1)
Computed, not measured: a structure of composition C44H43BrMnN7O4S3, with wB97M-V/def2-TZVPD.

Last column: Löwdin charge in e.
CARTESIAN COORDINATES (ANGSTROEM)
Mn -0.0458 -0.0359 -0.6072  0.73
O -3.0579 1.1427 -3.1049  0.01
C -4.1107 1.5111 -2.3365  -0.28
C -5.2866 1.9365 -2.9526  -0.02
C -6.3739 2.3211 -2.1875  -0.09
C -6.3169 2.2680 -0.7999  -0.10
C -5.1555 1.8257 -0.1871  -0.04
C -4.0448 1.4612 -0.9384  -0.11
C -2.7780 1.0065 -0.2436  -0.39
O -1.9539 0.2839 -1.0699  -0.30
N -2.0796 2.1974 0.2809  0.03
N -0.8226 1.9420 0.6713  -0.05
C -0.0139 2.9113 0.8604  -0.23
C 1.3498 2.7177 1.2956  -0.54
Br 1.9240 0.8905 1.4816  1.01
C 2.2240 3.6919 1.5373  -0.09
C 3.6599 3.4766 1.8353  -0.28
C 4.1524 3.4802 3.1358  -0.04
C 5.5041 3.2662 3.3672  -0.08
C 6.3710 3.0586 2.3045  -0.09
C 5.8882 3.0751 1.0033  -0.08
C 4.5370 3.2783 0.7695  -0.05
H -2.4212 0.7188 -2.4537  0.03
H -5.3272 1.9512 -4.0348  0.12
H -7.2838 2.6458 -2.6761  0.10
H -7.1712 2.5542 -0.2012  0.10
H -5.0946 1.7566 0.8932  0.12
H -3.0473 0.4143 0.6498  0.14
H -2.1980 3.0437 -0.2669  0.10
H -0.3061 3.9446 0.6717  0.14
H 1.8754 4.7165 1.4448  0.13
H 3.4723 3.6424 3.9627  0.12
H 5.8828 3.2774 4.3813  0.11
H 7.4223 2.8817 2.4925  0.11
H 6.5659 2.9418 0.1695  0.11
H 4.1485 3.2918 -0.2419  0.12
C -0.6469 -0.5991 3.3298  -0.09
C -1.1024 -1.6635 2.3939  -0.62
N -0.9673 -1.6593 1.1008  0.06
C -1.5381 -2.7771 0.5164  -0.33
C -2.0772 -3.6581 1.4018  -0.34
S -1.9119 -3.0716 3.0001  1.09
C -1.5525 -2.8998 -0.9386  -0.33
C -2.3060 -3.7496 -1.6882  -0.32
S -2.0717 -3.4328 -3.3513  1.11
C -0.9597 -2.1681 -2.9515  -0.60
N -0.7908 -2.0300 -1.6744  0.02
C -0.3224 -1.2981 -3.9781  -0.05
H -0.8695 0.3795 2.9050  0.06
H 0.4310 -0.6579 3.4842  0.05
H -1.1409 -0.6998 4.2943  0.08
H -2.5706 -4.5952 1.2038  0.08
H -2.9777 -4.5272 -1.3638  0.08
H -0.3884 -1.7372 -4.9713  0.08
H 0.7182 -1.1249 -3.7062  0.08
H -0.8283 -0.3294 -3.9856  0.07
C -1.8284 3.7234 -6.4484  0.00
C -1.8206 3.7776 -4.9594  -0.26
C -2.7479 4.4163 -4.1894  0.03
C -2.5827 4.3967 -2.7897  -0.29
N -1.5906 3.7471 -2.2060  0.11
C -0.6941 3.0857 -2.9508  -0.78
S 0.6070 2.2143 -2.3332  0.69
N -0.8058 3.1501 -4.3234  0.11
C -3.5475 5.1263 -1.9171  0.00
H -2.5807 4.3906 -6.8589  0.09
H -2.0449 2.7071 -6.7831  0.10
H -0.8505 4.0033 -6.8429  0.10
H -3.5865 4.9286 -4.6356  0.13
H -0.0921 2.6633 -4.8462  0.14
H -4.0127 5.9488 -2.4574  0.09
H -3.0534 5.5072 -1.0253  0.09
H -4.3358 4.4373 -1.5994  0.08
C 4.6963 -0.3267 2.7794  -0.09
O 3.7819 -1.3481 2.3993  -0.15
C 3.8112 -2.5280 3.0448  -0.23
C 4.6175 -2.7897 4.1476  0.00
C 4.5397 -3.9975 4.8195  -0.06
C 3.6236 -4.9577 4.4213  -0.08
C 2.8256 -4.7135 3.3209  -0.02
C 2.9330 -3.5314 2.5925  -0.15
N 2.0388 -3.3724 1.5043  0.15
C 2.0768 -2.6605 0.3804  0.01
C 3.1487 -2.1601 -0.3549  -0.14
C 4.4711 -2.6722 -0.2967  -0.02
C 5.4402 -2.1953 -1.1262  -0.08
C 5.1404 -1.1517 -2.0297  -0.05
C 3.8851 -0.6097 -2.1017  0.01
C 2.8383 -1.1018 -1.2857  -0.36
O 1.6674 -0.5999 -1.3393  -0.25
H 4.5930 0.4525 2.0287  0.05
H 5.7250 -0.6943 2.7775  0.11
H 4.4477 0.0829 3.7607  0.10
H 5.2872 -2.0234 4.5099  0.11
H 5.1886 -4.1761 5.6657  0.11
H 3.5242 -5.8838 4.9694  0.11
H 2.1051 -5.4584 3.0010  0.12
H 1.1732 -3.8782 1.6401  0.15
H 1.0963 -2.4901 -0.0472  0.10
H 4.6850 -3.4892 0.3819  0.12
H 6.4341 -2.6205 -1.1020  0.11
H 5.9177 -0.7800 -2.6854  0.11
H 3.6508 0.1976 -2.7837  0.12

The calculation puts the energy above the lowest of the compared OMol25 structures with the same formula, charge and spin at 0.662 eV. The multiplicity is 6. The calculation puts the LUMO energy (spin up / spin down) at -3.01 / -3.04 eV. The highest occupied orbital energy (spin up / spin down) comes out at -9.8 / -9.9 eV. The value obtained for the gap between HOMO and LUMO (spin up / spin down) is 6.781 / 6.833 eV. The energy is -7306.22451 Ha. As for the total charge: +1.

(2)
Computed, not measured: a structure of composition C44H43BrMnN7O4S3, with wB97M-V/def2-TZVPD.

Last column: Löwdin charge in e.
CARTESIAN COORDINATES (ANGSTROEM)
Mn -0.3999 0.1181 -0.8813  0.80
O -2.0241 1.7364 -4.0588  0.04
C -0.8908 1.8967 -4.7952  -0.27
C -0.9259 1.5834 -6.1466  -0.01
C 0.2207 1.7228 -6.9157  -0.08
C 1.4017 2.1728 -6.3428  -0.09
C 1.4234 2.5057 -4.9953  -0.04
C 0.2862 2.3740 -4.2080  -0.12
C 0.2353 2.7727 -2.7385  -0.38
O -0.3462 1.7922 -1.9533  -0.31
N 1.5706 3.2065 -2.2521  0.01
N 2.4103 2.3269 -1.6877  0.03
C 2.3866 1.1282 -2.1311  -0.25
C 3.0957 0.0386 -1.4619  -0.54
Br 1.9058 -1.5017 -1.4990  0.86
C 4.2232 -0.1465 -0.7805  -0.10
C 5.3873 0.7101 -0.5124  -0.21
C 5.4283 2.1000 -0.6361  -0.03
C 6.5827 2.7998 -0.3152  -0.08
C 7.7182 2.1321 0.1234  -0.08
C 7.6936 0.7483 0.2407  -0.08
C 6.5373 0.0510 -0.0613  -0.04
H -1.7350 1.7299 -3.1236  0.05
H -1.8544 1.2265 -6.5770  0.12
H 0.1878 1.4667 -7.9680  0.10
H 2.2961 2.2766 -6.9439  0.10
H 2.3327 2.8768 -4.5382  0.11
H -0.3623 3.6902 -2.6649  0.16
H 1.5607 4.0658 -1.7309  0.13
H 1.7431 0.8332 -2.9491  0.09
H 4.3462 -1.1468 -0.3751  0.09
H 4.5509 2.6314 -0.9766  0.08
H 6.5924 3.8791 -0.4093  0.11
H 8.6132 2.6859 0.3781  0.11
H 8.5776 0.2138 0.5677  0.11
H 6.5247 -1.0289 0.0461  0.11
C -1.4671 2.9270 1.5390  -0.05
C -2.5207 2.3475 0.6517  -0.61
N -2.3659 1.2946 -0.0963  0.05
C -3.4688 1.0617 -0.8954  -0.32
C -4.4916 1.9332 -0.7107  -0.32
S -4.0613 3.0925 0.4653  1.10
C -3.3981 -0.0019 -1.8983  -0.35
C -4.4091 -0.4414 -2.6848  -0.32
S -3.8326 -1.6398 -3.7484  1.13
C -2.2618 -1.4958 -3.0855  -0.64
N -2.1854 -0.6150 -2.1305  0.00
C -1.1354 -2.3628 -3.5307  -0.08
H -0.5243 2.4255 1.3497  0.06
H -1.7203 2.8236 2.5956  0.06
H -1.3436 3.9913 1.3351  0.09
H -5.4376 1.9851 -1.2296  0.09
H -5.4398 -0.1214 -2.6967  0.09
H -1.3545 -2.8367 -4.4848  0.08
H -0.9757 -3.1420 -2.7809  0.06
H -0.2181 -1.7812 -3.6247  0.05
C -2.7157 0.8154 3.5413  0.00
C -3.2871 -0.1618 2.5619  -0.27
C -4.6209 -0.3603 2.3779  0.02
C -5.0170 -1.3494 1.4482  -0.30
N -4.1524 -2.0932 0.7846  0.13
C -2.8261 -1.8928 0.9676  -0.78
S -1.6377 -2.7376 0.1445  0.73
N -2.4264 -0.9203 1.8561  0.11
C -6.4716 -1.5788 1.1809  -0.02
H -3.3292 1.7127 3.5886  0.09
H -1.6903 1.0875 3.2849  0.06
H -2.7146 0.3657 4.5372  0.10
H -5.3470 0.2261 2.9238  0.13
H -1.4326 -0.6873 1.8021  0.07
H -6.9650 -1.9506 2.0827  0.09
H -6.5971 -2.3062 0.3824  0.08
H -6.9573 -0.6379 0.9107  0.09
C -2.2537 -5.1202 3.1540  -0.05
O -1.4090 -3.9866 3.3505  -0.11
C -0.2180 -3.9798 2.7048  -0.29
C 0.2692 -5.0072 1.9194  -0.03
C 1.5342 -4.8928 1.3584  -0.05
C 2.3057 -3.7615 1.5712  -0.08
C 1.8051 -2.7135 2.3266  0.00
C 0.5482 -2.8261 2.8917  -0.16
N -0.0022 -1.8974 3.8182  0.16
C 0.3277 -0.6754 4.1392  -0.01
C 1.0638 0.2981 3.4304  -0.15
C 1.8268 1.1919 4.2403  -0.04
C 2.6376 2.1363 3.6932  -0.07
C 2.6593 2.2737 2.2871  -0.03
C 1.8639 1.5024 1.4845  -0.02
C 1.0148 0.4899 2.0068  -0.37
O 0.1763 -0.1406 1.2602  -0.18
H -1.7543 -6.0363 3.4691  0.10
H -2.5496 -5.1935 2.1068  0.09
H -3.1304 -4.9547 3.7702  0.10
H -0.3247 -5.8908 1.7352  0.12
H 1.9222 -5.7070 0.7595  0.12
H 3.2977 -3.6931 1.1469  0.11
H 2.4067 -1.8324 2.5107  0.12
H -0.6945 -2.3450 4.4086  0.16
H -0.0191 -0.3925 5.1311  0.15
H 1.7928 1.0641 5.3185  0.12
H 3.2544 2.7663 4.3193  0.11
H 3.3011 3.0199 1.8323  0.12
H 1.8541 1.6605 0.4142  0.08

The calculation puts the energy above the lowest of the compared OMol25 structures with the same formula, charge and spin at 1.524 eV. The multiplicity is 6. The calculation puts the LUMO energy (spin up / spin down) at -3.36 / -3.36 eV. The highest occupied orbital energy (spin up / spin down) comes out at -9.9 / -9.9 eV. The value obtained for the gap between HOMO and LUMO (spin up / spin down) is 6.585 / 6.581 eV. The energy is -7306.19286 Ha. As for the total charge: +1.

(3)
Computed, not measured: a structure of composition C44H43BrN2O3PPbS2Si, with wB97M-V/def2-TZVPD.

Last column: Löwdin charge in e.
CARTESIAN COORDINATES (ANGSTROEM)
Pb 0.0685 -1.1166 -2.1686  1.11
O -3.2734 0.1952 -0.2407  -0.02
C -3.7807 1.3303 -0.7864  -0.27
C -4.8641 1.9332 -0.1531  -0.02
C -5.3862 3.1210 -0.6376  -0.09
C -4.8421 3.7195 -1.7662  -0.09
C -3.7767 3.1053 -2.4057  -0.04
C -3.2282 1.9181 -1.9338  -0.11
C -2.0185 1.3277 -2.6422  -0.39
O -1.8340 -0.0054 -2.3754  -0.42
N -0.8723 2.1604 -2.2009  0.03
N 0.3635 1.7684 -2.3833  -0.03
C 1.3196 2.5601 -2.0216  -0.23
C 2.7310 2.2103 -2.0913  -0.65
Br 3.1636 0.4801 -2.7533  0.79
C 3.7342 2.9697 -1.6394  -0.10
C 3.6052 4.3082 -1.0415  -0.23
C 4.3709 4.5970 0.0908  -0.05
C 4.2371 5.8111 0.7455  -0.07
C 3.3529 6.7677 0.2630  -0.08
C 2.6264 6.5112 -0.8914  -0.07
C 2.7533 5.2932 -1.5417  -0.05
H -2.6399 -0.1581 -0.9230  0.04
H -5.2884 1.4471 0.7158  0.12
H -6.2309 3.5755 -0.1361  0.11
H -5.2578 4.6382 -2.1559  0.10
H -3.3643 3.5481 -3.3068  0.12
H -2.1319 1.4780 -3.7261  0.15
H -1.0605 3.0656 -1.7832  0.14
H 1.0911 3.5564 -1.6484  0.11
H 4.7299 2.5411 -1.6400  0.11
H 5.0664 3.8544 0.4609  0.11
H 4.8343 6.0184 1.6242  0.11
H 3.2534 7.7195 0.7677  0.11
H 1.9683 7.2685 -1.2971  0.11
H 2.2112 5.1219 -2.4635  0.12
S 0.4123 -4.0027 -3.1612  0.17
P -0.7048 -4.4569 -1.5957  0.11
S -1.4440 -2.8187 -0.6146  0.29
C 0.2545 -5.3861 -0.3636  -0.38
C 1.3080 -4.7369 0.2804  -0.13
C 2.0892 -5.4129 1.1995  -0.08
C 1.8268 -6.7495 1.4842  -0.08
C 0.7874 -7.4008 0.8422  -0.07
C 0.0012 -6.7227 -0.0831  -0.07
C -2.1080 -5.5118 -2.0194  -0.41
C -2.1304 -6.1839 -3.2354  -0.09
C -3.1899 -7.0283 -3.5382  -0.07
C -4.2220 -7.2015 -2.6297  -0.07
C -4.2024 -6.5286 -1.4136  -0.07
C -3.1494 -5.6837 -1.1088  -0.11
H 1.5218 -3.6999 0.0422  0.09
H 2.9131 -4.9070 1.6872  0.10
H 2.4408 -7.2816 2.1987  0.11
H 0.5858 -8.4423 1.0542  0.11
H -0.8067 -7.2411 -0.5823  0.11
H -1.3235 -6.0373 -3.9417  0.07
H -3.2077 -7.5470 -4.4873  0.11
H -5.0488 -7.8569 -2.8697  0.11
H -5.0120 -6.6590 -0.7079  0.11
H -3.1408 -5.1464 -0.1682  0.09
C -0.1598 -0.2522 3.4860  0.00
C -0.9552 -1.2444 2.7604  -0.23
C -2.3115 -0.9140 2.3334  -0.01
C -0.4124 -2.5401 2.4730  -0.05
Si 1.2050 1.1170 0.6450  0.62
O 0.4748 -0.1473 0.1348  -0.44
C 2.9014 0.9371 1.3066  -0.25
C 3.6594 -0.1607 0.8767  -0.10
C 4.9335 -0.3718 1.3758  -0.06
C 5.4550 0.4962 2.3279  -0.06
C 4.7052 1.5717 2.7836  -0.07
C 3.4368 1.7971 2.2710  -0.09
C 0.2674 2.6537 0.9804  -0.25
C 0.8513 3.9121 1.1916  -0.09
C 0.0563 5.0356 1.3301  -0.06
C -1.3288 4.9225 1.2545  -0.04
C -1.9241 3.6887 1.0378  -0.05
C -1.1303 2.5563 0.9001  -0.10
H -0.4546 -0.4191 4.5368  0.14
H -0.4410 0.7751 3.2526  0.09
H 0.9121 -0.4313 3.4269  0.10
H -3.0121 -1.6861 2.6615  0.13
H -2.3404 -0.9713 1.2299  0.07
H -2.6378 0.0756 2.6407  0.10
H -1.1386 -3.3443 2.5938  0.12
H 0.5553 -2.7559 2.9136  0.11
H -0.3438 -2.4869 1.3504  0.01
H 3.2467 -0.8409 0.1417  0.09
H 5.5193 -1.2127 1.0292  0.11
H 6.4485 0.3279 2.7225  0.11
H 5.1114 2.2370 3.5343  0.11
H 2.8616 2.6368 2.6381  0.10
H 1.9292 4.0312 1.1996  0.08
H 0.5179 6.0022 1.4821  0.11
H -1.9468 5.8057 1.3528  0.11
H -2.9994 3.6060 0.9463  0.10
H -1.5932 1.5966 0.6967  0.08

The calculation puts the energy above the lowest of the compared OMol25 structures with the same formula, charge and spin at 0.000 eV. The calculation puts the LUMO energy at -4.09 eV. The highest occupied orbital energy comes out at -10.2 eV. The value obtained for the gap between HOMO and LUMO is 6.134 eV. The energy is -6231.66912 Ha. As for the total charge: +1.